Record 1
13
Properties=species:S:1:pos:R:3:forces:R:3 method="wB97M-V/def2-TZVPD" relative_energy_kcal_mol=103.7 orbital_gap_ev=9.91 charge=0 smiles="FC1=COC[C@@H]2O[C@H]12"
F 2.392 -1.241 0.563 2.0 -0.5 1.0
C 1.368 -0.538 0.227 -4.5 4.1 -2.5
C 1.245 0.875 0.187 1.8 -3.6 0.7
O 0.231 1.678 -0.249 -1.6 -1.3 1.9
C -1.026 1.073 0.300 -0.3 -1.5 -1.6
C -1.056 -0.302 -0.485 0.3 -3.2 -0.7
O -1.061 -1.375 0.451 1.4 -0.5 -1.0
C 0.205 -1.261 -0.375 -3.1 1.6 0.2
H 1.993 1.431 0.680 1.1 0.7 0.2
H -1.899 1.688 -0.147 1.5 -0.6 1.5
H -0.991 0.710 1.553 -0.1 1.7 -3.9
H -1.620 -0.692 -1.519 0.9 2.2 2.8
H 0.221 -2.044 -1.185 0.5 0.9 1.2


Record 2
83
Properties=species:S:1:pos:R:3:forces:R:3 method="wB97M-V/def2-TZVPD" orbital_gap_ev=8.03 charge=+1
Al 0.116 -1.489 -0.231 0.0 0.1 0.0
C -4.655 0.375 -2.840 0.0 0.0 0.0
C -3.795 1.085 -1.807 0.0 0.0 0.0
N -3.731 0.344 -0.540 0.0 0.0 0.0
C -4.788 0.663 0.437 0.0 0.0 0.0
C -4.325 1.695 1.452 0.0 0.0 0.0
C -2.806 -0.557 -0.261 -0.1 0.1 0.2
S -1.675 -0.981 -1.531 0.0 -0.1 -0.1
N -2.901 -1.153 0.944 0.1 -0.1 -0.1
C -1.912 -1.636 1.641 -0.1 0.1 -0.1
O -0.650 -1.439 1.362 -0.1 -0.2 0.1
C -2.205 -2.399 2.866 0.0 0.0 0.0
C -3.522 -2.556 3.298 0.0 0.0 0.0
C -3.790 -3.287 4.441 0.0 0.0 0.0
C -2.748 -3.864 5.156 0.0 0.0 0.0
C -1.436 -3.709 4.730 0.0 0.0 0.0
C -1.162 -2.976 3.588 0.0 0.0 0.0
H -4.709 0.974 -3.748 0.0 0.0 0.0
H -5.671 0.227 -2.472 0.0 0.0 0.0
H -4.235 -0.597 -3.094 0.0 0.0 0.0
H -4.204 2.066 -1.566 0.0 0.0 0.0
H -2.782 1.235 -2.175 0.0 0.0 0.0
H -5.086 -0.260 0.928 0.0 0.0 0.0
H -5.635 1.033 -0.139 0.0 0.0 0.0
H -3.506 1.299 2.053 0.0 0.0 0.0
H -5.146 1.953 2.120 0.0 0.0 0.0
H -3.990 2.609 0.960 0.0 0.0 0.0
H -4.323 -2.104 2.731 0.0 0.0 0.0
H -4.811 -3.410 4.776 0.0 0.0 0.0
H -2.961 -4.437 6.049 0.0 0.0 0.0
H -0.627 -4.162 5.288 0.0 0.0 0.0
H -0.143 -2.853 3.249 0.0 0.0 0.0
C 4.277 1.493 1.305 0.0 0.0 0.0
C 3.578 0.252 0.759 0.0 0.0 0.0
C 3.341 -0.769 1.873 0.0 0.0 0.0
C 4.423 -0.394 -0.337 0.0 0.0 0.0
Sb 1.630 0.724 -0.089 0.0 0.0 0.0
C 1.891 1.735 -1.999 0.0 0.0 0.0
C 3.013 2.767 -1.938 0.0 0.0 0.0
C 0.569 2.406 -2.371 0.0 0.0 0.0
C 2.209 0.659 -3.035 0.0 0.0 0.0
C 0.612 2.090 1.277 0.0 0.0 -0.1
C -0.875 2.085 0.915 0.1 0.0 0.0
C 1.175 3.505 1.179 0.0 0.0 0.0
C 0.773 1.559 2.701 0.0 0.0 0.0
H 5.260 1.200 1.687 0.0 0.0 0.0
H 3.733 1.950 2.132 0.0 0.0 0.0
H 4.438 2.252 0.537 0.0 0.0 0.0
H 4.306 -1.038 2.314 0.0 0.0 0.0
H 2.891 -1.687 1.486 0.0 0.0 0.0
H 2.711 -0.381 2.674 0.0 0.0 0.0
H 5.361 -0.743 0.105 0.0 0.0 0.0
H 4.677 0.306 -1.133 0.0 0.0 0.0
H 3.925 -1.261 -0.778 0.0 0.0 0.0
H 2.837 3.535 -1.183 0.0 0.0 0.0
H 3.082 3.269 -2.908 0.0 0.0 0.0
H 3.983 2.308 -1.742 0.0 0.0 0.0
H 0.313 3.231 -1.706 0.0 0.0 0.0
H -0.260 1.695 -2.382 0.0 0.0 0.0
H 0.663 2.820 -3.380 0.0 0.0 0.0
H 3.129 0.119 -2.815 0.0 0.0 0.0
H 2.331 1.133 -4.014 0.0 0.0 0.0
H 1.401 -0.072 -3.129 0.0 0.0 0.0
H -1.067 2.393 -0.114 0.0 0.0 0.0
H -1.400 2.783 1.576 0.0 0.0 0.0
H -1.313 1.098 1.069 0.0 0.0 0.0
H 1.007 3.952 0.199 0.0 0.0 0.0
H 2.243 3.546 1.396 0.0 0.0 0.0
H 0.667 4.137 1.915 0.0 0.0 0.0
H 0.426 0.528 2.798 0.0 0.0 0.0
H 0.167 2.177 3.372 0.0 0.0 0.0
H 1.803 1.615 3.052 0.0 0.0 0.0
Se 1.273 -3.469 -0.621 0.0 0.0 0.0
C 1.603 -3.031 -2.470 0.0 0.0 0.0
C 0.562 -2.888 -3.380 0.0 0.0 0.0
C 0.869 -2.549 -4.691 0.0 0.0 0.0
N 2.109 -2.370 -5.138 0.0 0.0 0.0
C 3.098 -2.555 -4.267 0.0 0.0 0.0
C 2.903 -2.879 -2.932 0.0 0.0 0.0
H -0.466 -3.058 -3.088 0.0 0.0 0.0
H 0.074 -2.421 -5.418 0.0 0.0 0.0
H 4.105 -2.432 -4.653 0.0 0.0 0.0
H 3.750 -3.018 -2.273 0.0 0.0 0.0


Record 3
8
Properties=species:S:1:pos:R:3:forces:R:3 method="wB97M-V/def2-TZVPD" relative_energy_kcal_mol=98.7 orbital_gap_ev=11.05 charge=0 smiles=CC1OO1
C 0.086 -0.163 -0.307 -0.3 0.1 0.0
C -0.898 0.680 0.448 -0.4 1.9 -0.9
O -1.502 1.847 -0.250 2.0 -0.2 0.6
O -2.223 0.684 0.117 -1.3 -1.7 0.4
H 0.553 0.431 -1.088 0.0 0.0 0.0
H -0.421 -1.004 -0.778 0.0 0.0 0.0
H 0.849 -0.533 0.372 0.1 -0.1 0.0
H -0.678 0.903 1.491 -0.1 0.0 0.0


Record 4
18
Properties=species:S:1:pos:R:3:forces:R:3 method="wB97M-V/def2-TZVPD" relative_energy_kcal_mol=125.3 orbital_gap_ev="8.72 / 8.26" charge=+1
C 0.160 -1.788 0.323 -1.0 -0.2 -0.3
C 0.784 -1.130 -0.907 1.7 -1.8 -0.1
C 0.204 -0.352 0.179 2.4 1.8 -0.6
C -0.881 1.904 -0.731 -0.3 -2.1 -1.0
C -0.925 0.517 -0.096 -1.7 0.3 -0.2
N 1.167 0.250 1.167 3.2 0.9 0.9
I -2.264 0.389 1.514 -0.3 0.1 0.1
H -0.855 -2.072 0.281 -0.9 -1.1 -0.2
H 0.728 -2.220 1.138 0.2 -0.3 -0.5
H 1.851 -1.381 -0.993 -0.4 0.7 0.1
H 0.273 -1.068 -1.848 -0.2 -0.3 -0.1
H -0.022 1.989 -1.388 0.1 0.0 -0.3
H -0.866 2.689 -0.029 0.0 0.9 1.1
H -1.815 1.974 -1.310 0.4 0.3 0.1
H -1.759 -0.794 -1.746 0.3 0.8 1.0
H 0.490 0.640 1.829 0.5 0.7 0.6
H 2.026 0.943 0.921 -3.0 -1.4 0.1
H 1.705 -0.489 1.695 -1.0 0.6 -0.6